(1)
# C32H89F3N13O13S

A cluster of 11 separate species, C32H89F3N13O13S in total (the ωB97M-V functional and the def2-TZVPD basis, OMol25).

XYZ file:
```
151
Properties=species:S:1:pos:R:3:mulliken_charge:R:1
C -0.2248 11.5638 4.3423 0.1740
F -0.9105 10.4144 4.0445 -0.0504
F 0.6703 11.8699 3.3984 -0.1363
F -1.0956 12.5903 4.3659 -0.1726
S 0.5619 11.3680 6.1192 0.5840
O 1.2190 12.6573 6.2578 -0.3048
O -0.5922 11.0994 7.0114 0.1650
O 1.5054 10.2458 6.1195 -0.5033
C -4.0503 10.8388 6.7232 0.5429
O -5.2592 11.0097 6.5634 -0.7722
N -3.3518 9.8715 6.2474 -0.0153
N -3.2701 11.6018 7.4906 0.0228
H -3.8183 9.1031 5.7870 0.1084
H -2.3474 9.9272 6.3367 -0.0976
H -3.7150 12.3918 7.9357 0.1995
H -2.2784 11.4111 7.4772 -0.0752
C -1.4034 9.6546 10.4732 0.6904
O -0.4451 10.0727 11.1217 -0.7175
N -2.5914 9.3253 10.9591 -0.4213
N -1.3897 9.5171 9.1859 0.1590
H -2.8107 9.2578 11.9427 0.2383
H -3.2650 9.1144 10.2367 0.0904
H -2.2487 9.5056 8.6547 0.1447
H -0.4629 9.4335 8.7934 -0.3632
C 4.0590 11.1948 8.6621 0.4845
O 4.9607 11.7928 9.2305 -0.7708
N 3.2753 10.2900 9.1602 -0.0903
N 3.7933 11.3588 7.3849 0.1759
H 3.4234 9.8855 10.0738 0.1997
H 2.5631 9.8424 8.6013 -0.1163
H 2.9588 10.8742 7.0867 -0.2764
H 4.2921 11.9821 6.7662 0.0835
C 5.2171 17.2564 2.2936 -1.3966
C 5.5834 15.9128 1.6694 0.5795
C 4.4565 14.8322 1.8712 -0.7762
O 4.0738 14.7632 3.2664 -0.3003
C 3.0853 13.8034 3.6475 -0.6200
N 5.6366 16.2220 0.2586 -0.8235
H 4.4416 17.8337 1.7902 0.3802
H 6.0721 17.9304 2.2418 0.4299
H 4.8089 17.2353 3.3041 0.1778
H 6.5138 15.5082 2.0677 0.3691
H 4.9359 13.9450 1.4575 0.2302
H 3.5593 15.1780 1.3578 0.2828
H 3.0674 13.8085 4.7373 0.0953
H 3.2966 12.7555 3.4343 0.4565
H 2.1275 14.0821 3.2082 0.1864
H 6.4096 16.8638 0.1550 0.2927
H 4.8562 16.8314 0.0594 0.3252
C -7.2520 9.6544 0.9347 -1.5053
C -5.8210 10.0264 0.4747 0.4535
C -5.3531 11.2184 1.2828 -0.7504
O -3.9826 11.6035 0.9798 -0.3805
C -3.5763 12.6823 1.8362 -0.6734
N -4.9563 8.8701 0.5801 -0.6776
H -7.3806 9.5034 2.0065 0.3858
H -7.5941 8.8745 0.2544 0.3894
H -7.9701 10.4461 0.7208 0.4143
H -5.8874 10.2601 -0.5879 0.2247
H -5.4293 11.0830 2.3617 0.3471
H -5.9329 12.0865 0.9694 0.3357
H -3.5368 12.5388 2.9160 0.2538
H -4.2591 13.4886 1.5686 0.4050
H -2.5528 12.9793 1.6074 0.2108
H -5.1792 8.3912 1.4410 0.2689
H -4.0108 9.1915 0.7312 0.2928
C -0.3109 2.7805 2.2674 -1.3198
C -1.0617 3.7598 3.1516 0.2362
C -0.6497 5.2582 2.9097 -0.5687
O -1.4586 6.0769 3.8600 -0.3679
C -1.0982 7.4420 3.9257 -0.2146
N -2.4738 3.6341 2.8641 -0.7841
H -0.6505 2.8613 1.2348 0.3142
H -0.5606 1.7655 2.5764 0.3482
H 0.7586 2.9856 2.3141 0.3665
H -0.8555 3.6927 4.2199 0.3524
H -0.9133 5.5861 1.9042 0.3750
H 0.4368 5.2444 2.9960 0.1694
H -1.8785 8.0042 4.4387 -0.0388
H -0.9352 7.8403 2.9243 0.4066
H -0.1736 7.5608 4.4905 0.0890
H -2.9646 4.2799 3.4659 0.3536
H -2.6534 4.0808 1.9762 0.2934
C 2.4143 14.1510 10.2924 -1.6965
C 1.4767 14.1692 9.0452 2.0408
C 0.1259 14.9598 9.2289 -1.1455
O -0.7930 14.5052 10.2261 -0.5449
C -1.2462 13.2645 9.8045 -0.6140
N 2.1911 14.6769 7.8407 -0.3308
H 1.8540 13.8722 11.1848 0.3449
H 2.6498 15.1885 10.5295 0.4201
H 3.2836 13.5464 10.0340 0.3825
H 1.2142 13.1182 8.9238 -0.9330
H -0.3795 15.1536 8.2828 0.4590
H 0.5039 15.9353 9.5347 0.5083
H -1.5227 13.2568 8.7502 0.1631
H -2.0633 13.0407 10.4904 0.3443
H -0.5329 12.4983 10.1080 0.2880
H 3.1429 14.3399 7.8159 0.3315
H 1.7495 14.1971 7.0694 -0.0973
C 5.3800 5.0683 4.0850 -1.3447
C 5.1990 6.0167 2.8821 0.5999
C 5.6518 7.5023 3.0175 -0.7799
O 5.2471 8.0537 4.2421 -0.4045
C 3.8095 8.4287 4.3441 -0.3402
N 6.0160 5.3074 1.8998 -0.7491
H 6.3873 5.1172 4.4986 0.3842
H 5.2764 4.0066 3.8613 0.4387
H 4.6710 5.3657 4.8576 0.2460
H 4.1905 6.0625 2.4710 0.1642
H 5.4958 8.1315 2.1412 0.3712
H 6.7161 7.6961 3.1509 0.3708
H 3.5082 8.9726 5.2393 -0.0089
H 3.0859 7.6272 4.1956 0.1889
H 3.6379 9.1228 3.5213 0.3790
H 6.8612 5.0353 2.3811 0.2835
H 6.2728 5.8931 1.1181 0.2298
C 2.4294 17.4607 5.1386 -1.5406
C 0.9347 17.5575 5.5398 0.0695
C 0.2196 16.3301 5.0464 0.2714
O -0.1614 16.3665 3.6698 -0.4807
C -0.8831 15.2410 3.1800 -0.4527
N 0.9620 17.6736 6.9813 -0.8132
H 3.0349 16.6830 5.6042 0.2647
H 3.0695 18.2914 5.4357 0.4479
H 2.5515 17.2187 4.0829 0.2343
H 0.4481 18.4458 5.1372 0.5055
H -0.6517 16.3748 5.6998 0.4062
H 0.8550 15.4595 5.2084 -0.2511
H -1.6121 14.9133 3.9211 0.3245
H -0.1423 14.4488 3.0723 0.0280
H -1.4583 15.4379 2.2753 0.2738
H -0.0287 17.5368 7.1229 0.3424
H 1.3779 16.8399 7.3710 0.3632
C 0.9837 5.3428 12.1481 -1.2798
C 0.5636 5.3850 10.6669 0.3316
C 1.0211 6.5904 9.8442 -0.4405
O 0.3243 6.7172 8.5642 -0.3968
C 0.9805 7.6271 7.7407 0.3600
N 1.2078 4.1720 10.0754 -0.8367
H 2.0488 5.1109 12.1505 0.3037
H 0.4853 4.4680 12.5659 0.3760
H 0.7164 6.1997 12.7665 0.3236
H -0.4965 5.1635 10.5437 0.3602
H 2.1028 6.5290 9.7248 0.2658
H 0.7808 7.5073 10.3825 0.1643
H 0.3758 7.9809 6.9057 0.1704
H 1.8902 7.1846 7.3347 0.6061
H 1.2172 8.5563 8.2590 -0.8837
H 2.2108 4.2894 10.0592 0.2561
H 1.0527 4.0825 9.0814 0.3028
```

## Properties
HOMO level: -6.7 eV
lowest unoccupied orbital energy: 0.07207 Eh
net charge: -1
ΔE to the lowest compared entry with this formula, charge and spin: 85.7 kcal per mole
HOMO-LUMO gap: 8.6 eV

---

(2)
# C32H89N7O11

A cluster of 9 separate species, C32H89N7O11 in total (the ωB97M-V functional and the def2-TZVPD basis, OMol25).

XYZ file:
```
139
Properties=species:S:1:pos:R:3:mulliken_charge:R:1
C 18.2173 7.6053 12.8998 -0.8677
C 18.2112 9.0038 13.4833 -0.1943
O 17.1624 9.7646 12.9363 0.1264
O 18.3529 7.6927 11.5056 -0.6296
H 17.2948 7.0936 13.1180 0.2754
H 18.9206 6.9292 13.3545 0.4624
H 19.2428 9.4460 13.4070 0.3047
H 17.9759 8.8283 14.5085 0.2203
H 17.4160 10.2044 12.1056 -0.1397
H 17.4487 7.8910 11.1628 0.4772
C 15.8189 11.3858 15.4068 -0.2127
C 14.7429 11.6557 14.4321 1.8827
O 13.5167 11.6882 15.1286 0.2381
O 15.5982 10.1955 16.1317 -0.6720
H 16.0525 12.2725 15.9737 0.0987
H 16.6995 11.1641 14.7755 -0.3355
H 14.6580 10.8699 13.6825 -0.6766
H 14.9283 12.5832 13.8524 -0.5819
H 12.8226 12.1534 14.5957 -0.1974
H 14.9848 10.3408 16.8653 0.4740
C 18.2117 12.8879 12.4436 -1.3633
C 18.1959 12.6900 10.9066 1.0128
C 19.1780 13.5544 10.2343 -0.9796
O 18.9094 14.9171 10.5097 -0.1827
C 20.0141 15.8101 10.5855 -0.8209
N 18.3453 11.2887 10.6334 -0.5159
H 17.4194 12.2721 12.8731 -0.2153
H 18.0010 13.8577 12.7827 0.4739
H 19.1868 12.5592 12.7470 0.5847
H 17.1756 12.9964 10.5137 -0.1395
H 19.1786 13.3856 9.1192 0.2633
H 20.2101 13.2375 10.4679 0.5229
H 20.4063 15.8857 11.6217 0.2732
H 19.5219 16.7354 10.3390 0.2450
H 20.8242 15.5615 9.8603 0.3408
H 17.9560 11.0965 9.7124 0.2934
H 19.3177 10.9559 10.4247 0.2498
C 20.2528 13.3656 17.8662 -1.6211
C 18.8728 12.7895 17.7541 1.0885
C 18.7079 11.3723 18.2946 -0.5996
O 18.7723 11.4298 19.6920 -0.3788
C 18.8079 10.2346 20.3838 -0.8342
N 17.9760 13.7376 18.3876 -0.7193
H 20.3455 14.4358 17.5575 0.3967
H 20.9234 12.6904 17.2982 0.3380
H 20.5593 13.4850 18.9089 0.2859
H 18.6401 12.6680 16.6866 -0.0691
H 19.6230 10.8590 18.0047 0.3907
H 17.8671 10.8078 17.8376 0.3420
H 18.6561 10.4069 21.4336 0.2737
H 19.7728 9.7276 20.3483 0.2800
H 17.9538 9.6352 20.0773 0.3225
H 17.0464 13.7710 18.0180 0.2663
H 17.8817 13.4893 19.3755 0.2893
C 11.1767 11.9965 19.0932 -1.4288
C 12.6077 11.9093 18.6361 1.3933
C 13.4878 12.1472 19.7929 -0.8214
O 13.2365 13.3370 20.4892 -0.3413
C 14.3351 13.7515 21.3322 -0.3946
N 13.0419 10.6951 17.8802 -0.3693
H 11.0030 12.8780 19.7923 0.3604
H 10.8828 11.1086 19.7257 0.3566
H 10.5434 11.9936 18.1826 0.2194
H 12.7840 12.8373 18.0317 -0.3755
H 14.4906 12.2128 19.3849 0.1539
H 13.5227 11.3571 20.5319 0.4268
H 14.1681 14.8353 21.5565 0.2435
H 15.1945 13.6699 20.6679 0.0233
H 14.4512 13.1210 22.2136 0.2639
H 12.7815 10.7923 16.8884 -0.0185
H 12.4929 9.9268 18.2523 0.2751
C 12.0921 11.9872 11.3055 -0.2072
C 10.7452 12.0481 12.0571 1.2192
C 10.6358 13.3253 13.0464 -1.2285
O 11.5500 13.2995 14.0733 0.5007
C 11.3638 14.2044 15.1363 -1.1033
N 9.6766 12.4532 11.0859 -0.7593
H 12.8542 11.5884 11.9804 -0.1009
H 12.4035 13.0356 11.0742 -0.6213
H 12.0604 11.4849 10.3825 0.5832
H 10.5689 11.1318 12.5267 -0.3928
H 9.6310 13.3257 13.5537 0.3023
H 10.8971 14.1900 12.4174 0.3076
H 11.4148 15.2702 14.7932 0.2651
H 12.1473 14.1766 15.8990 0.2457
H 10.4204 13.9733 15.6930 0.3041
H 9.8823 12.1046 10.1198 0.3197
H 8.8412 11.9334 11.3133 0.2704
C 13.4077 15.6555 9.6967 -1.3197
C 14.6654 15.7777 10.5199 0.3506
C 14.8725 14.4692 11.2241 -0.1393
O 14.0211 14.2626 12.3296 0.5119
C 14.2730 15.0580 13.4659 -0.6790
N 15.7878 16.2359 9.6756 -0.6132
H 12.5566 15.2316 10.2376 0.1555
H 13.6877 14.9802 8.8450 0.3652
H 13.1379 16.5738 9.2169 0.4203
H 14.5397 16.5203 11.3581 0.1259
H 15.9371 14.4629 11.5770 -0.4156
H 14.6465 13.6627 10.4860 0.2881
H 13.9249 16.0984 13.4133 0.2914
H 15.3858 15.0157 13.7294 0.2355
H 13.8579 14.6423 14.3611 -0.0645
H 16.6847 16.0778 10.0538 0.2165
H 15.7510 15.8117 8.7273 0.2938
C 10.3067 9.3447 15.6427 -0.9542
C 9.1076 10.2644 15.2968 1.2837
C 8.2805 9.6122 14.1431 -0.6397
O 7.6350 8.4175 14.6629 -0.3644
C 7.3940 7.4291 13.6210 -0.6943
N 8.2435 10.5436 16.4108 -0.7320
H 10.7711 9.7084 16.5842 -0.0187
H 11.0874 9.4139 14.8883 0.2184
H 9.9164 8.3377 15.7704 0.4009
H 9.5458 11.1336 14.8935 -0.5892
H 8.9894 9.3172 13.3237 0.0924
H 7.5720 10.2605 13.6328 0.6022
H 6.7930 7.8612 12.8020 0.3097
H 6.7828 6.7187 14.1236 0.3174
H 8.3233 6.8439 13.2840 0.1789
H 7.4261 11.0167 16.0710 0.2857
H 7.8183 9.6568 16.7833 0.3242
C 13.8521 9.0238 9.3851 -1.4591
C 14.2270 8.8452 10.9069 0.5606
C 12.9968 8.3397 11.6395 -0.4612
O 12.7173 7.0722 11.0811 -0.3965
C 11.5410 6.5452 11.6013 -0.7909
N 15.4219 8.0553 11.0467 -0.3193
H 12.9794 9.7141 9.2701 0.2498
H 13.4691 8.0632 9.0653 0.4278
H 14.7132 9.3746 8.7698 0.3396
H 14.5612 9.7951 11.3857 -0.4433
H 12.1093 8.9674 11.5608 0.2958
H 13.2529 8.3127 12.7349 0.4346
H 10.7346 7.2960 11.3750 0.2586
H 11.6654 6.4555 12.6884 0.3146
H 11.3327 5.5464 11.2368 0.3787
H 15.2353 7.1864 10.5457 0.2707
H 15.5722 7.8146 12.0325 0.2766
```

## Properties
SMILES: COC[C@H](C)N.COC[C@H](C)N.COC[C@H](C)N.COC[C@H](C)N.COC[C@H](C)N.COC[C@H](C)N.COC[C@H](C)N.OCCO.OCCO
HOMO level: -8.9 eV
lowest unoccupied orbital energy: 0.01860 Eh
net charge: 0
ΔE to the lowest compared entry with this formula, charge and spin: 114.5 kcal per mole
HOMO-LUMO gap: 9.4 eV

---

Computed strongest force on any atom (eV/Å) in order:
5.2, 3.9